Here is C14H25BeN5O as an isolated structure from the Open Molecules 2025 dataset. Energies are from wB97M-V/def2-TZVPD.

XYZ file:
```
46
Properties=species:S:1:pos:R:3:forces:R:3
O 0.148538 -0.203621 -2.214246 0.1 0.2 -0.1
N 0.650154 -2.055930 -0.196545 0.0 0.0 -0.1
N 2.133429 0.262706 -0.875016 0.1 0.0 -0.1
N -1.591499 2.057917 1.661856 0.0 -0.1 0.0
N -0.297925 0.470893 0.558070 0.3 -0.2 0.2
N -2.547587 0.719969 0.022087 0.1 0.0 0.1
C -2.688451 -0.618869 -0.522013 0.0 0.0 0.1
C 3.144576 0.373575 0.002714 -0.1 0.0 0.0
C 0.731984 -3.168753 0.061323 0.1 -0.3 0.0
C -0.417741 2.769735 2.151725 0.0 0.0 0.0
C 0.828994 -4.595102 0.392312 0.0 0.3 0.0
C 2.305966 0.705793 -2.129140 -0.1 0.0 0.0
C -1.467521 1.074165 0.751574 -0.2 0.1 -0.1
C 0.063888 -4.940609 1.675986 0.0 0.0 0.0
C -2.804724 2.239243 2.464515 0.0 0.0 -0.1
C 4.522055 1.395986 -1.644029 0.1 0.0 0.0
C -3.587641 1.669833 -0.373294 0.1 -0.1 0.1
C 1.107560 0.538053 -3.020862 -0.2 -0.2 0.2
C 3.485603 1.280109 -2.555261 0.0 0.0 0.0
C 4.351083 0.934901 -0.344707 0.0 0.0 0.0
Be 0.545865 -0.364663 -0.590439 -0.1 0.0 0.1
H 3.591324 1.626754 -3.574682 0.0 0.0 0.0
H -0.993537 -4.701334 1.582126 0.0 0.0 0.0
H 1.891670 -4.827964 0.476420 0.0 0.0 0.0
H -3.743524 1.585096 -1.449230 0.0 0.0 0.0
H -1.984121 -1.297234 -0.045751 0.0 0.0 0.0
H 5.461352 1.841079 -1.944830 0.0 0.0 0.0
H -3.499085 1.423251 2.295139 0.0 0.0 0.0
H 1.340588 -0.035682 -3.915518 0.1 0.0 0.0
H -0.590550 -0.544525 -2.726589 -0.1 0.0 0.0
H 0.287818 0.589831 1.378993 0.0 0.1 0.0
H 0.474923 -4.411362 2.533224 0.0 0.0 0.0
H 2.966592 -0.007752 1.000315 0.0 0.0 0.0
H 5.143622 1.004811 0.386201 0.0 0.0 0.0
H 0.323378 2.866843 1.361421 0.0 0.0 0.0
H -3.271849 2.683766 -0.152384 0.0 0.0 0.0
H -3.694521 -0.987652 -0.321752 0.0 0.0 0.0
H 0.447792 -5.145715 -0.469339 0.0 0.0 0.0
H 0.159279 -6.008953 1.853308 0.0 0.0 0.0
H -2.523809 2.234043 3.517465 0.0 0.0 0.0
H -3.293270 3.186769 2.239555 0.0 0.0 0.0
H 0.669776 1.495456 -3.297992 0.0 0.1 0.0
H -0.720805 3.770452 2.453149 0.0 0.0 0.0
H 0.025642 2.275790 3.021311 0.0 0.0 0.0
H -4.531743 1.463601 0.130579 0.0 0.0 0.0
H -2.553553 -0.624703 -1.607750 0.0 0.0 0.0
```
Forces are in eV/Å.

As for the calculated total energy: -24813.21913 eV. As for the orbital gap: 9.39 eV. Its charge is +2. As for the spin multiplicity: 1. Its molar mass is 288.40 g mol⁻¹. The lowest unoccupied orbital energy comes out at -5.7 eV.